{"formula": "C42H76BrN5O20P3", "method": "ωB97M-V with the def2-TZVPD basis set", "symbols": ["C", "H", "H", "O", "C", "C", "H", "C", "O", "H", "C", "P", "Br", "O", "H", "O", "H", "N", "O", "H", "C", "O", "C", "C", "H", "H", "H", "N", "H", "H", "H", "H", "H", "O", "H", "C", "H", "H", "H", "C", "H", "C", "O", "H", "C", "H", "O", "H", "O", "H", "O", "H", "O", "C", "H", "C", "H", "C", "O", "H", "C", "H", "C", "C", "C", "C", "P", "H", "H", "C", "H", "H", "H", "H", "H", "H", "H", "H", "H", "C", "H", "H", "H", "O", "H", "H", "H", "N", "H", "C", "H", "H", "H", "O", "H", "O", "H", "C", "C", "H", "H", "H", "H", "C", "N", "H", "H", "H", "C", "O", "C", "O", "H", "H", "C", "C", "O", "O", "H", "C", "C", "P", "H", "C", "C", "C", "H", "H", "H", "C", "H", "C", "H", "C", "H", "H", "C", "H", "H", "H", "H", "C", "C", "H", "C", "H", "N"], "coordinates": [[-7.0583, -1.1221, 8.4481], [6.6876, -5.6134, -9.9623], [-5.8872, 0.5697, 9.0396], [-3.1185, 5.1060, 1.9044], [-5.1142, -0.8539, 3.8979], [4.9136, -2.2332, 2.1969], [-7.2968, -2.1132, 8.8440], [-1.5594, -4.9363, 0.1684], [3.7524, -6.3640, -8.9700], [4.3822, 1.8139, 4.0182], [1.9947, 3.6524, 2.2935], [-3.9113, 3.7518, 1.6720], [-5.5910, 1.2742, -0.6866], [1.9348, 0.3344, 3.3644], [4.2746, -1.6098, 1.4181], [-1.0452, 0.2486, -1.5751], [-1.1815, 4.0696, -2.3541], [0.1512, -0.4036, -1.4337], [5.5892, -6.3995, -7.6079], [-4.9159, 3.8059, 0.6428], [6.7329, 1.9357, 1.8342], [-1.3207, 11.5479, 1.1905], [-3.3541, -4.2587, 1.5057], [-5.8513, -0.5232, 9.1247], [-0.1480, -5.3605, -7.3616], [-0.5172, 0.5394, 0.5617], [0.2769, 3.4641, -1.8357], [-1.6607, 2.4219, 2.5299], [-0.4938, 2.8002, 4.8053], [-2.7930, 0.5509, 4.0015], [-1.1099, -1.3401, -4.3838], [-4.6419, 3.5081, 2.9254], [2.6851, -6.0984, -4.8089], [2.1411, -3.4392, -4.7911], [2.3873, -0.5287, 3.6074], [5.8592, -6.3238, -10.0112], [-3.8518, -0.3835, 8.3017], [-2.3116, -3.6346, -1.3919], [-1.7918, -0.2093, 2.4783], [-1.4325, 0.5767, -0.1946], [2.6695, -5.7961, -10.6402], [1.8009, -4.2996, -5.5861], [-1.8806, -0.9860, -8.1573], [4.7899, -1.7983, 3.2797], [-1.3352, 0.6416, -5.1658], [4.5902, -3.3813, 2.2249], [-7.3063, -1.4530, 6.0641], [6.2346, 1.9281, 0.7601], [0.2354, 0.1855, 5.5883], [-4.3828, -2.0495, 8.6403], [-5.2267, -1.1825, 6.9765], [3.1141, 4.0571, 4.3713], [-3.8679, 3.7621, -1.7428], [-2.2523, -5.2738, 1.4643], [-3.2400, -5.1415, -1.1931], [0.5931, 2.9142, 4.3947], [-2.0014, 0.8502, -4.3236], [-2.6771, -4.3652, -0.6643], [-3.5493, -3.7236, 0.2648], [5.9008, 4.0282, 2.1757], [5.0951, -6.3533, -8.7223], [-7.9246, -0.4598, 8.5134], [4.3124, 2.4811, 3.0604], [3.2890, 3.7928, 3.2499], [-1.6849, 8.1184, 1.1512], [-0.3508, 2.9388, 1.9917], [-3.5772, 2.0465, -1.3768], [6.3750, 3.2032, 3.8036], [-3.3676, 10.0351, -0.1076], [3.5367, -6.4099, -10.3797], [4.0084, 1.7901, 2.1671], [3.3372, -7.4471, -10.6689], [-3.2976, 8.4966, 2.5099], [0.6071, -0.6515, -6.7923], [-5.7735, -0.7766, 10.1853], [8.0375, 0.4332, 2.9458], [-3.8446, 7.8932, 0.9368], [0.3474, 0.3315, 6.5788], [-4.0703, 3.7555, -2.7420], [0.9393, -5.2704, -7.4553], [-4.1072, -1.5897, 1.8822], [4.7722, -4.7832, -11.0253], [-1.5500, 7.7595, 0.1255], [-3.5525, 1.0700, 1.9631], [-0.7099, 1.5216, -5.3500], [-1.0672, -5.7924, -0.3006], [5.9290, -0.2905, 0.5304], [-0.7560, 3.2971, -1.7962], [2.3224, 2.9122, 1.4130], [-2.2319, 2.0119, -0.0301], [6.7602, -2.8931, 0.9215], [6.2240, -7.3305, -10.2336], [-1.5811, -5.1623, 2.3190], [-4.0138, -3.9706, 2.4905], [-0.2238, -2.1926, -6.3778], [1.0651, 0.3668, -1.7393], [4.9756, -6.2408, -12.0113], [-0.5181, -0.6036, -4.9408], [-2.8371, 0.1691, 2.8723], [2.6752, -6.4804, -7.1201], [1.2043, -5.2630, -8.5166], [0.4031, -0.4188, -4.3818], [7.2365, -2.4074, 2.7114], [1.7720, -5.7729, -5.3126], [-0.0674, 3.1885, 0.5244], [1.1624, -7.3185, -6.7366], [-2.0933, 3.0932, 3.2412], [0.8910, -6.0071, -4.7085], [1.6697, -6.3507, -6.7015], [2.6179, 1.3641, 5.8837], [-4.7106, -1.0612, 8.3011], [1.3484, -4.0454, -6.8489], [7.8002, 2.4453, 1.6736], [-1.3404, 7.3461, 1.8452], [-3.1337, 9.9625, 0.9581], [-2.7336, 2.2056, 1.5099], [-2.1076, 0.3790, -6.3364], [-0.9080, 9.3024, 1.3250], [-3.8260, 10.5668, 1.5490], [6.5314, -2.1394, 1.8166], [4.8056, -5.8790, -10.9937], [1.4559, 1.2149, 4.8084], [0.5848, 2.4715, 0.1139], [-3.7790, -1.2120, 2.9561], [-1.7154, 10.3937, 1.1788], [-1.4995, -0.6038, -7.0633], [3.9318, 4.7050, 2.8149], [-0.7997, -4.1658, 0.3481], [1.7675, 4.7354, 1.8433], [-1.2593, 3.3374, -0.3379], [-2.6900, -6.2757, 1.4428], [-6.5887, -1.2604, 7.0316], [-1.8251, 4.3557, -0.2327], [5.8672, 2.9911, 2.7511], [6.1236, 0.2814, 3.3210], [7.8675, -0.5892, 0.6666], [6.8310, -0.6332, 1.2331], [-4.9082, 0.0944, 4.5893], [-2.1627, -0.2955, 0.1681], [1.0617, 3.8102, 5.0280], [-6.0882, -0.7151, 3.2510], [6.9380, 0.4512, 2.4983], [-3.1065, 8.5309, 1.4304], [-5.3645, -1.7405, 4.6570], [-0.2827, -1.1022, -6.3441], [-3.1672, -1.9977, 3.5705], [0.7031, 3.1631, 2.8942]], "lowdin_charge": [-0.0809, 0.1348, 0.1233, -0.4914, -0.1097, -0.1539, 0.1402, -0.1669, -0.0120, 0.0909, -0.1529, 0.8627, 0.3151, -0.2205, 0.0757, -0.1841, 0.0873, -0.0016, 0.1078, 0.0002, -0.2368, 0.1073, -0.4574, -0.1674, 0.1317, 0.1373, 0.0919, 0.0961, 0.1162, 0.1337, 0.1220, 0.0564, 0.1350, 0.0895, 0.0971, -0.0820, 0.1249, 0.1247, 0.1203, -0.1458, 0.1267, -0.4574, 0.1043, 0.0597, -0.1765, 0.0846, 0.0999, 0.1109, -0.2407, 0.1316, -0.0107, 0.1132, -0.4189, -0.0804, 0.1330, -0.1227, 0.1057, -0.1668, 0.0182, 0.1090, -0.4510, 0.1348, -0.2030, -0.1553, -0.1884, -0.0641, 0.6427, 0.1263, 0.1371, -0.1633, 0.1012, 0.1335, 0.1256, 0.1464, 0.1231, 0.1253, 0.1137, 0.0918, 0.0856, -0.1567, 0.1143, 0.1263, 0.1248, -0.2206, 0.1293, 0.1235, 0.1072, 0.0473, 0.1406, -0.4252, 0.1132, 0.1394, 0.1326, 0.0834, 0.1141, 0.0411, 0.1239, -0.1769, -0.2130, 0.0964, 0.1181, 0.1062, 0.1134, -0.0796, 0.0903, 0.1265, 0.1420, 0.1326, -0.1607, -0.3721, -0.1677, 0.0140, 0.1220, 0.1110, -0.0860, -0.5210, 0.0282, 0.0238, 0.1337, -0.2581, -0.1633, 0.7755, 0.1350, -0.1805, -0.4591, -0.4542, 0.1275, 0.1199, 0.1594, -0.3221, 0.1403, -0.4572, 0.1504, -0.2187, 0.0975, 0.1216, -0.2279, 0.0809, 0.1558, 0.1524, 0.0903, -0.1997, -0.1791, 0.0771, -0.0786, 0.1123, -0.0802], "homo_ha": -0.4172, "lumo_energy_ev": -3.96, "charge": 1, "orbital_gap_ev": 7.390}